A cluster of 6 separate species, C18H37N3O10 in total at a distorted geometry. Source: OMol25; level of theory: the ωB97M-V functional and the def2-TZVPD basis.

Properties
Molecular weight, g/mol: 455.505
Orbital gap, eV: 8.42
Total charge: 0
Max |F|, Eh/bohr: 0.167

Element x y z (Å)
C (-2.199, 2.569, 2.304)
O (-1.566, 2.832, 3.485)
H (-1.499, 2.559, 1.468)
H (-2.767, 1.642, 2.216)
H (-2.877, 3.341, 1.940)
H (-0.774, 3.340, 3.296)
C (-1.919, -1.230, 0.317)
C (-3.034, -2.314, 0.315)
C (-4.215, -1.810, -0.598)
O (-4.187, -2.712, -1.638)
C (-3.177, -3.679, -1.470)
O (-2.978, -4.480, -2.384)
O (-2.696, -3.598, -0.166)
H (-1.433, -0.981, -0.627)
H (-1.198, -1.569, 1.061)
H (-2.287, -0.304, 0.758)
H (-3.566, -2.300, 1.266)
H (-4.016, -0.772, -0.865)
H (-5.196, -1.924, -0.138)
C (-0.882, 1.170, 0.486)
C (0.273, 0.241, 0.050)
C (1.663, 0.865, 0.310)
O (2.145, 0.009, 1.321)
C (1.225, -1.017, 1.599)
O (1.361, -1.973, 2.404)
O (0.073, -0.818, 0.902)
H (-0.830, 2.119, -0.048)
H (-1.067, 1.294, 1.553)
H (-1.795, 0.694, 0.128)
H (0.234, -0.045, -1.001)
H (1.464, 1.857, 0.715)
H (2.451, 0.807, -0.441)
C (3.568, -1.349, -1.185)
O (3.911, -2.571, -1.083)
N (4.419, -0.307, -1.466)
C (5.859, -0.542, -1.566)
C (3.974, 1.123, -1.648)
H (2.544, -0.946, -1.206)
H (6.134, -0.763, -2.597)
H (6.192, -1.498, -1.161)
H (6.392, 0.219, -0.995)
H (4.504, 1.508, -2.520)
H (2.902, 1.317, -1.633)
H (4.329, 1.642, -0.757)
C (-3.341, -1.459, 3.324)
O (-4.218, -0.774, 2.732)
N (-2.086, -1.108, 3.466)
C (-1.007, -1.990, 3.897)
C (-1.556, 0.250, 3.007)
H (-3.490, -2.423, 3.835)
H (-1.210, -2.925, 4.418)
H (-0.578, -1.357, 4.674)
H (-0.160, -2.057, 3.213)
H (-0.963, 0.126, 2.101)
H (-2.382, 0.857, 2.637)
H (-0.942, 0.627, 3.825)
C (2.149, 0.899, -2.816)
O (1.902, 0.091, -1.852)
N (1.184, 1.480, -3.503)
C (1.417, 2.541, -4.463)
C (-0.170, 1.468, -3.051)
H (3.186, 1.111, -3.120)
H (1.454, 3.528, -4.003)
H (0.715, 2.621, -5.293)
H (2.376, 2.433, -4.970)
H (-0.913, 1.641, -3.830)
H (-0.459, 0.517, -2.603)
H (-0.368, 2.257, -2.326)

Forces on atoms 1 to 6 (eV/Å):
C -1.8 4.0 -3.4
O 0.1 0.0 1.5
H -0.9 1.1 1.2
H -1.3 3.3 -0.7
H -0.5 0.6 0.7
H 0.0 0.0 0.1


A structure of composition C18H37N3O5S at a distorted geometry. Source: OMol25; level of theory: the ωB97M-V functional and the def2-TZVPD basis.

Properties
Molecular weight, g/mol: 407.577
Orbital gap, eV: 6.63
Total charge: 0
Max |F|, Eh/bohr: 0.228

Element x y z (Å)
C (-0.203, -0.384, -0.530)
O (0.299, -1.691, -0.835)
H (-1.165, -0.533, -0.041)
H (0.531, 0.042, 0.154)
H (-0.223, 0.301, -1.378)
H (0.069, -2.032, -1.702)
C (-3.404, -1.299, -0.413)
O (-2.646, -0.136, -0.854)
H (-2.804, -2.201, -0.538)
H (-3.913, -1.153, 0.539)
H (-4.253, -1.337, -1.095)
H (-3.102, 0.691, -0.679)
C (1.546, -1.741, 1.690)
O (0.185, -1.650, 1.307)
H (1.669, -2.269, 2.635)
H (2.113, -2.114, 0.837)
H (1.951, -0.740, 1.837)
H (0.032, -1.581, 0.362)
C (-1.807, 1.161, -3.017)
O (-1.320, 0.097, -2.273)
H (-2.156, 1.932, -2.330)
H (-1.005, 1.494, -3.676)
H (-2.654, 0.890, -3.648)
H (-2.024, -0.184, -1.683)
N (-0.966, -0.335, 2.952)
C (-1.781, -0.978, 2.086)
C (-3.082, -1.045, 2.646)
C (-3.057, -0.461, 3.914)
C (-1.741, 0.112, 4.092)
H (0.021, -0.203, 2.783)
H (-1.510, -1.361, 1.114)
H (-3.923, -1.465, 2.114)
H (-3.934, -0.197, 4.488)
H (-1.233, 0.695, 4.846)
N (0.207, -0.298, -3.401)
C (1.022, -1.244, -3.950)
C (2.204, -0.679, -4.364)
C (2.005, 0.676, -4.227)
C (0.766, 0.917, -3.588)
H (-0.730, -0.410, -3.041)
H (0.730, -2.254, -3.700)
H (3.033, -1.240, -4.769)
H (2.750, 1.420, -4.468)
H (0.277, 1.821, -3.257)
N (0.101, 1.717, 4.013)
C (-0.474, 1.704, 2.764)
C (0.430, 1.229, 1.817)
C (1.634, 0.909, 2.535)
C (1.375, 1.235, 3.885)
H (-0.457, 1.956, 4.820)
H (-1.482, 2.064, 2.620)
H (0.217, 1.181, 0.760)
H (2.533, 0.552, 2.054)
H (2.029, 1.243, 4.744)
C (2.391, -0.304, -1.465)
S (2.254, 0.342, 0.265)
O (3.320, -0.293, 1.181)
C (2.852, 2.009, -0.258)
H (3.374, 0.014, -1.811)
H (1.618, 0.114, -2.111)
H (2.445, -1.389, -1.550)
H (2.918, 2.798, 0.492)
H (2.280, 2.166, -1.172)
H (3.870, 1.722, -0.521)

Forces on atoms 1 to 6 (eV/Å):
C 1.7 2.0 0.3
O 0.4 -0.6 -4.5
H 1.5 0.9 -0.6
H -2.0 -1.6 -0.8
H 1.3 -0.7 2.1
H -0.2 0.3 -0.2


A structure of composition C18H37O2P3Re at a distorted geometry. Source: OMol25; level of theory: the ωB97M-V functional and the def2-TZVPD basis.

Properties
Molecular weight, g/mol: 564.621
Orbital gap (spin up / spin down), eV: 6.71 / 6.00
Total charge: +4
Max |F|, Eh/bohr: 0.113
Multiplicity: 4

Element x y z (Å)
Re (-0.374, 0.168, 0.469)
P (0.965, 0.661, 2.254)
P (-1.131, 2.213, 0.055)
P (1.742, -0.431, -0.672)
H (-1.518, -3.186, 0.865)
C (-0.428, -3.107, 0.904)
C (0.259, -2.668, 2.040)
H (-0.295, -2.199, 2.880)
C (0.101, 0.865, 3.877)
C (1.846, 2.284, 2.169)
C (2.431, -0.271, 2.934)
C (-2.818, 2.215, -0.673)
C (-1.404, 3.366, 1.424)
C (0.012, 2.970, -1.120)
C (2.671, -1.971, -0.241)
C (3.135, 0.765, -0.654)
C (1.495, -0.617, -2.490)
H (-0.001, -3.749, 0.140)
H (1.359, -2.600, 2.025)
H (-0.362, -0.073, 4.189)
H (-0.686, 1.618, 3.811)
H (0.804, 1.167, 4.657)
H (1.172, 3.131, 2.251)
H (2.399, 2.395, 1.238)
H (2.566, 2.365, 2.987)
H (2.156, -1.281, 3.245)
H (2.810, 0.254, 3.822)
H (3.261, -0.350, 2.225)
H (-2.750, 2.235, -1.769)
H (-3.355, 3.087, -0.283)
H (-3.369, 1.302, -0.385)
H (-1.659, 4.329, 0.958)
H (-0.516, 3.460, 2.059)
H (-2.248, 2.989, 2.025)
H (-0.509, 3.816, -1.588)
H (0.322, 2.244, -1.894)
H (0.911, 3.316, -0.585)
H (3.353, -2.191, -1.077)
H (2.005, -2.829, -0.083)
H (3.265, -1.820, 0.670)
H (3.848, 0.446, -1.426)
H (3.643, 0.779, 0.313)
H (2.778, 1.771, -0.893)
H (2.306, -1.256, -2.880)
H (1.528, 0.376, -2.963)
H (0.524, -1.088, -2.708)
C (-1.985, -1.188, -1.880)
C (-3.008, -0.760, -2.765)
C (-3.292, -1.417, -3.934)
C (-2.624, -2.609, -4.262)
C (-1.620, -3.069, -3.415)
C (-1.325, -2.417, -2.209)
O (-1.703, -0.305, -0.940)
H (-0.051, -1.982, 0.766)
H (-3.481, 0.180, -2.510)
H (-4.044, -0.968, -4.581)
H (-2.921, -3.091, -5.205)
H (-1.064, -3.947, -3.758)
H (-0.547, -2.903, -1.630)
O (-2.710, -0.318, 2.497)
C (-1.870, -0.111, 1.726)

Forces on atoms 1 to 6 (eV/Å):
Re -0.3 -3.4 -1.9
P 2.7 1.8 4.8
P -1.8 3.8 -0.2
P 2.3 0.1 -1.5
H 0.1 0.4 0.5
C -0.8 -1.6 0.6


A structure of composition C18H37OP3RhS at a distorted geometry. Source: OMol25; level of theory: the ωB97M-V functional and the def2-TZVPD basis.

Properties
Molecular weight, g/mol: 497.388
Orbital gap (spin up / spin down), eV: 6.58 / 6.30
Total charge: +3
Max |F|, Eh/bohr: 0.113
Multiplicity: 5

Element x y z (Å)
Rh (0.327, 0.829, -0.552)
P (-1.223, -0.981, -1.255)
P (2.089, -0.698, -0.968)
P (-1.466, 2.045, 0.104)
H (1.736, 5.526, -1.600)
C (1.595, 5.652, -0.543)
C (2.775, 5.573, 0.316)
H (3.686, 6.034, -0.082)
C (-1.777, -0.559, -2.959)
C (-0.850, -2.777, -1.453)
C (-2.779, -1.191, -0.331)
C (3.601, 0.035, -0.301)
C (2.120, -2.354, -0.195)
C (2.341, -0.982, -2.757)
C (-0.712, 3.574, 0.724)
C (-2.437, 1.550, 1.597)
C (-2.708, 2.482, -1.167)
H (0.923, 6.417, -0.124)
H (2.555, 5.986, 1.283)
H (-2.456, -1.352, -3.310)
H (-0.903, -0.508, -3.628)
H (-2.299, 0.408, -2.968)
H (-1.808, -3.304, -1.536)
H (-0.339, -3.157, -0.567)
H (-0.260, -2.986, -2.352)
H (-3.251, -2.116, -0.664)
H (-3.484, -0.373, -0.474)
H (-2.545, -1.305, 0.728)
H (4.074, -0.665, 0.377)
H (3.370, 0.950, 0.246)
H (4.289, 0.315, -1.108)
H (1.675, -3.118, -0.845)
H (1.581, -2.339, 0.763)
H (3.164, -2.635, 0.004)
H (3.380, -1.293, -2.943)
H (2.150, -0.056, -3.312)
H (1.656, -1.761, -3.124)
H (-1.476, 4.222, 1.159)
H (-0.161, 4.123, -0.044)
H (-0.003, 3.289, 1.517)
H (-3.185, 2.332, 1.804)
H (-1.744, 1.471, 2.447)
H (-2.946, 0.589, 1.456)
H (-3.188, 3.441, -0.895)
H (-3.490, 1.708, -1.259)
H (-2.208, 2.598, -2.143)
C (3.324, 3.203, -0.757)
C (2.139, 2.849, -1.409)
C (2.225, 2.297, -2.696)
C (3.448, 2.367, -3.380)
C (4.592, 2.869, -2.739)
C (4.546, 3.292, -1.414)
S (3.206, 3.815, 0.981)
H (4.464, 3.377, 1.155)
H (1.168, 3.025, -0.915)
H (1.320, 1.903, -3.165)
H (3.481, 2.034, -4.424)
H (5.506, 2.984, -3.313)
H (5.444, 3.635, -0.890)
O (0.573, -0.146, 2.302)
C (0.490, 0.226, 1.205)

Forces on atoms 1 to 6 (eV/Å):
Rh 0.5 -0.1 -1.7
P -1.0 -1.0 -1.0
P 0.9 -1.7 -1.0
P -2.8 0.7 0.8
H -0.4 -0.2 -0.3
C 0.6 1.0 0.6


A structure of composition C18H38AsN2O3Si. Source: OMol25; level of theory: the ωB97M-V functional and the def2-TZVPD basis.

Properties
Molecular weight, g/mol: 433.521
Orbital gap, eV: 5.46
Total charge: -1
Max |F|, Eh/bohr: 0.017

Element x y z (Å)
C (3.790, -2.297, 0.112)
C (4.516, -2.814, -1.126)
O (3.863, -2.518, -2.342)
C (4.352, -1.483, -3.121)
C (3.646, -0.144, -3.020)
O (3.495, 0.269, -1.685)
C (3.301, 1.650, -1.554)
C (2.052, 2.277, -2.192)
O (0.895, 2.306, -1.401)
C (-0.177, 1.420, -1.721)
As (-0.312, -0.327, -0.596)
Si (-2.320, -1.157, -1.725)
C (-1.836, -2.676, -2.709)
C (-3.513, -1.766, -0.413)
C (-3.308, -0.006, -2.889)
H (4.306, -2.648, 1.019)
H (3.742, -1.204, 0.109)
H (2.749, -2.661, 0.127)
H (5.544, -2.410, -1.194)
H (4.597, -3.913, -1.102)
H (5.427, -1.344, -2.898)
H (4.266, -1.824, -4.165)
H (4.300, 0.595, -3.525)
H (2.670, -0.144, -3.544)
H (3.291, 1.858, -0.474)
H (4.171, 2.155, -2.025)
H (2.326, 3.331, -2.386)
H (1.834, 1.805, -3.174)
H (-0.097, 1.153, -2.793)
H (-1.102, 2.003, -1.551)
H (-1.275, 0.474, 0.482)
H (-0.444, -1.690, 0.323)
H (0.641, -1.121, -1.681)
H (0.983, 0.128, 0.235)
H (-2.691, -3.165, -3.200)
H (-1.366, -3.397, -2.015)
H (-1.088, -2.425, -3.480)
H (-3.971, -0.950, 0.164)
H (-4.322, -2.379, -0.836)
H (-2.935, -2.391, 0.296)
H (-3.305, -0.399, -3.919)
H (-2.886, 1.005, -2.909)
H (-4.366, 0.071, -2.575)
N (-0.847, 4.301, 3.719)
C (-1.910, 3.446, 3.541)
C (-1.612, 2.622, 2.491)
C (-0.319, 2.972, 2.023)
C (0.123, 4.016, 2.789)
H (-0.791, 5.020, 4.412)
H (-2.783, 3.503, 4.170)
H (-2.230, 1.835, 2.090)
H (0.211, 2.506, 1.205)
H (1.045, 4.572, 2.759)
N (-2.936, -0.105, 5.282)
C (-3.995, -0.946, 5.053)
C (-3.737, -1.628, 3.894)
C (-2.475, -1.183, 3.403)
C (-2.010, -0.246, 4.283)
H (-2.857, 0.533, 6.049)
H (-4.838, -0.979, 5.722)
H (-4.386, -2.354, 3.433)
H (-1.980, -1.485, 2.494)
H (-1.118, 0.355, 4.258)

Forces on atoms 1 to 6 (eV/Å):
C -0.2 -0.1 -0.1
C 0.3 0.0 0.1
O -0.8 -0.4 0.1
C 0.6 0.1 -0.3
C -0.3 0.4 -0.1
O -0.1 -0.5 0.0


A cluster of 7 separate species, C18H38BBr12IN2O4 in total at a distorted geometry. Source: OMol25; level of theory: the ωB97M-V functional and the def2-TZVPD basis.

Properties
Molecular weight, g/mol: 1443.076
Orbital gap, eV: 8.98
Total charge: 0
Max |F|, Eh/bohr: 0.052

Element x y z (Å)
C (0.144, -1.668, 2.681)
C (0.698, -1.598, 4.154)
O (1.770, -0.662, 4.249)
C (1.138, -3.051, 4.659)
N (2.534, -3.091, 5.122)
C (3.241, -4.291, 4.621)
C (3.764, -3.898, 3.191)
O (4.219, -5.046, 2.454)
B (4.231, -4.868, 1.071)
I (4.203, -2.970, 0.013)
C (4.311, -6.221, 0.167)
O (3.190, -6.303, -0.758)
N (2.200, -7.080, -0.190)
O (1.790, -7.832, -0.994)
H (0.591, -2.487, 2.075)
H (-0.959, -1.805, 2.773)
H (0.379, -0.693, 2.194)
H (-0.127, -1.228, 4.794)
H (2.223, -0.692, 3.403)
H (0.399, -3.447, 5.393)
H (1.081, -3.701, 3.750)
H (2.542, -3.071, 6.136)
H (2.521, -5.143, 4.581)
H (4.072, -4.555, 5.310)
H (4.576, -3.151, 3.353)
H (2.898, -3.414, 2.688)
H (5.220, -6.094, -0.471)
H (4.430, -7.137, 0.781)
Br (0.062, 1.568, 1.501)
C (-1.793, 1.865, 0.989)
C (-2.593, 2.423, 2.135)
Br (-3.025, 1.043, 3.443)
H (-2.174, 0.916, 0.620)
H (-1.752, 2.578, 0.167)
H (-3.554, 2.796, 1.783)
H (-2.077, 3.214, 2.673)
Br (-0.384, 2.727, -2.715)
C (-1.027, 4.495, -3.223)
C (-1.255, 5.372, -2.019)
Br (-2.904, 4.898, -1.094)
H (-1.925, 4.344, -3.818)
H (-0.243, 4.910, -3.854)
H (-1.388, 6.410, -2.321)
H (-0.452, 5.311, -1.288)
Br (-1.905, 3.094, -6.659)
C (-3.761, 3.410, -7.159)
C (-4.547, 3.977, -6.006)
Br (-4.988, 2.600, -4.700)
H (-4.156, 2.465, -7.525)
H (-3.718, 4.124, -7.981)
H (-5.507, 4.362, -6.348)
H (-4.018, 4.760, -5.473)
Br (0.103, -0.036, 7.604)
C (-1.536, -0.660, 8.451)
C (-2.026, -1.942, 7.826)
Br (-2.883, -1.618, 6.106)
H (-2.257, 0.150, 8.382)
H (-1.273, -0.821, 9.495)
H (-2.798, -2.398, 8.445)
H (-1.232, -2.663, 7.652)
Br (8.026, -3.530, -1.735)
C (6.561, -4.236, -2.808)
C (6.677, -3.807, -4.247)
Br (6.134, -1.951, -4.479)
H (5.638, -3.909, -2.339)
H (6.642, -5.320, -2.724)
H (5.998, -4.383, -4.874)
H (7.687, -3.893, -4.639)
Br (-3.785, 7.313, -6.990)
C (-5.644, 7.629, -7.483)
C (-6.429, 8.198, -6.330)
Br (-6.866, 6.824, -5.020)
H (-6.041, 6.684, -7.845)
H (-5.603, 8.340, -8.307)
H (-7.389, 8.581, -6.673)
H (-5.897, 8.984, -5.799)

Forces on atoms 1 to 6 (eV/Å):
C 0.1 0.2 0.9
C -0.2 -0.6 -0.4
O -0.6 -0.2 0.0
C -0.1 0.5 -1.0
N -0.3 -0.8 0.1
C -0.2 0.2 -0.3


A structure of composition C18H38BCl13O4PS2 at a distorted geometry. Source: OMol25; level of theory: the ωB97M-V functional and the def2-TZVPD basis.

Properties
Molecular weight, g/mol: 885.307
Orbital gap, eV: 6.29
Total charge: -1
Max |F|, Eh/bohr: 0.138

Element x y z (Å)
O (-1.542, 0.924, -0.639)
S (-1.811, -0.504, -0.456)
O (-2.533, -0.823, 0.775)
Cl (-2.968, -1.056, -2.100)
C (-0.290, -1.445, -0.591)
C (0.631, -1.299, 0.631)
C (1.885, -2.186, 0.385)
C (3.236, -1.437, 0.385)
B (3.339, -0.118, -0.582)
O (2.528, -0.047, -1.808)
C (3.181, 1.006, -2.498)
C (4.686, 0.527, -2.421)
P (5.006, -0.889, -3.570)
S (4.846, -0.415, -5.483)
O (4.731, -0.030, -1.125)
H (0.255, -1.253, -1.528)
H (-0.595, -2.503, -0.633)
H (0.846, -0.261, 0.904)
H (0.077, -1.730, 1.482)
H (1.754, -2.777, -0.536)
H (1.915, -2.911, 1.224)
H (3.551, -1.224, 1.415)
H (3.983, -2.161, -0.004)
H (3.161, 0.832, 0.188)
H (2.879, 1.153, -3.551)
H (3.050, 1.929, -1.906)
H (5.476, 1.278, -2.563)
H (6.279, -1.462, -3.353)
H (4.024, -1.857, -3.278)
Cl (1.921, -4.278, 2.698)
C (2.484, -4.181, 4.389)
C (2.158, -2.852, 5.022)
Cl (3.101, -1.519, 4.318)
H (3.553, -4.379, 4.399)
H (1.983, -4.980, 4.938)
H (2.398, -2.883, 6.085)
H (1.102, -2.609, 4.917)
Cl (-3.243, 1.289, 0.753)
C (-3.933, 2.609, 1.759)
C (-5.106, 3.293, 1.101)
Cl (-4.618, 4.240, -0.332)
H (-3.133, 3.314, 1.977)
H (-4.256, 2.153, 2.698)
H (-5.570, 3.992, 1.795)
H (-5.860, 2.574, 0.787)
Cl (-5.418, 2.803, 4.536)
C (-6.865, 3.357, 5.420)
C (-8.097, 3.365, 4.551)
Cl (-8.026, 4.619, 3.286)
H (-6.654, 4.346, 5.823)
H (-7.006, 2.671, 6.254)
H (-8.974, 3.580, 5.161)
H (-8.247, 2.404, 4.064)
Cl (-2.870, -0.438, 8.997)
C (-2.971, -0.488, 7.217)
C (-3.910, 0.556, 6.668)
Cl (-5.613, 0.209, 7.074)
H (-3.275, -1.490, 6.925)
H (-1.965, -0.310, 6.838)
H (-3.842, 0.578, 5.582)
H (-3.671, 1.548, 7.045)
Cl (7.695, -0.208, -8.820)
C (7.213, -1.648, -9.751)
C (5.993, -2.322, -9.172)
Cl (6.325, -3.082, -7.601)
H (8.063, -2.326, -9.786)
H (7.000, -1.311, -10.766)
H (5.659, -3.113, -9.843)
H (5.173, -1.618, -9.037)
Cl (0.703, 0.968, -4.777)
C (-0.765, 1.624, -4.013)
C (-1.955, 1.600, -4.937)
Cl (-1.789, 2.754, -6.291)
H (-0.544, 2.633, -3.672)
H (-0.966, 1.011, -3.144)
H (-2.851, 1.885, -4.387)
H (-2.111, 0.610, -5.359)

Forces on atoms 1 to 6 (eV/Å):
O 1.8 -3.1 -2.0
S 1.3 1.4 1.0
O 1.8 -2.8 -2.4
Cl 0.3 -0.2 0.4
C 0.2 -1.0 -0.3
C -0.6 -0.4 0.4


Calculated total energy values, unit eV, following the record order: -44194.1623; -44783.0976; -53311.0179; -62992.8019; -97115.9150; -879737.7659; -221900.7740.